1.
# C17H25NO4

A single C17H25NO4 molecule (ωB97M-V with the def2-TZVPD basis set, OMol25).

Relative energy (zero: lowest compared OMol25 entry of this formula, charge and spin) in eV: 1.949
SMILES: COc1ccc(OCC(=O)O[C@@H](C)CN2CCCCC2)cc1
Kohn-Sham gap in eV: 8.65
Highest occupied orbital energy in eV: -7.9
E_LUMO in hartree: 0.027

Geometry (Å):
C -7.09 -1.81 -0.83
O -5.70 -1.96 -0.72
C -4.97 -0.93 -0.20
C -5.49 0.28 0.25
C -4.66 1.25 0.75
C -3.28 1.05 0.82
O -2.55 2.08 1.36
C -1.16 1.97 1.38
C -0.55 1.91 -0.02
O -1.09 2.30 -1.02
O 0.67 1.39 0.04
C 1.42 1.30 -1.19
C 2.23 2.57 -1.39
C 2.31 0.04 -1.14
N 3.50 0.24 -0.34
C 4.65 -0.53 -0.76
C 4.56 -2.02 -0.38
C 4.38 -2.14 1.13
C 3.16 -1.33 1.58
C 3.30 0.12 1.09
C -2.75 -0.15 0.37
C -3.59 -1.13 -0.13
H -7.35 -0.97 -1.48
H -7.46 -2.73 -1.26
H -7.56 -1.66 0.15
H -6.55 0.47 0.21
H -5.06 2.19 1.10
H -0.82 1.11 1.96
H -0.80 2.88 1.87
H 0.69 1.19 -2.00
H 1.57 3.44 -1.41
H 2.95 2.68 -0.58
H 2.77 2.52 -2.33
H 1.68 -0.79 -0.79
H 2.61 -0.17 -2.16
H 4.77 -0.42 -1.84
H 5.53 -0.09 -0.28
H 3.71 -2.47 -0.89
H 5.46 -2.53 -0.70
H 4.26 -3.18 1.42
H 5.27 -1.75 1.63
H 2.26 -1.77 1.16
H 3.07 -1.34 2.66
H 2.41 0.70 1.36
H 4.16 0.58 1.58
H -1.69 -0.35 0.40
H -3.19 -2.06 -0.49

Partial charges, Löwdin, in e:
1. C -0.10
2. O -0.09
3. C -0.28
4. C -0.02
5. C 0.00
6. C -0.26
7. O -0.03
8. C -0.09
9. C -0.48
10. O 0.15
11. O 0.00
12. C -0.31
13. C -0.02
14. C -0.14
15. N -0.17
16. C -0.19
17. C -0.18
18. C -0.21
19. C -0.18
20. C -0.18
21. C -0.01
22. C 0.01
23. H 0.09
24. H 0.09
25. H 0.09
26. H 0.10
27. H 0.12
28. H 0.14
29. H 0.15
30. H 0.15
31. H 0.08
32. H 0.08
33. H 0.09
34. H 0.12
35. H 0.13
36. H 0.12
37. H 0.12
38. H 0.11
39. H 0.11
40. H 0.11
41. H 0.11
42. H 0.10
43. H 0.11
44. H 0.11
45. H 0.12
46. H 0.11
47. H 0.12

2.
# C17H26ClNOPd

A molecular structure, C17H26ClNOPd at a distorted geometry (ωB97M-V with the def2-TZVPD basis set, OMol25).

⟨S²⟩: 6.018
Spin multiplicity: 5
Net charge: +2
Kohn-Sham gap (alpha / beta) in eV: 5.35 / 5.87
Highest occupied orbital energy (alpha / beta) in eV: -13.2 / -14.3
E_LUMO (alpha / beta) in hartree: -0.289 / -0.310

Geometry (Å):
C 0.25 0.80 -6.71
C 1.60 1.25 -6.33
C -0.01 -0.65 -6.73
C -0.89 1.70 -6.41
Cl 0.01 0.09 -3.19
H -0.01 -0.80 -7.81
H -0.99 -0.97 -6.30
H 0.77 -1.28 -6.25
H 1.97 1.52 -7.32
H 2.26 0.48 -5.87
H 1.64 2.14 -5.66
H -1.07 2.06 -7.42
H -0.66 2.56 -5.74
H -1.80 1.20 -6.00
C 1.48 -1.22 0.76
C 0.97 -2.20 -0.16
C 1.34 -1.82 -1.46
H 0.43 -3.08 0.17
C 2.09 -0.59 -1.39
C 2.16 -0.19 -0.01
H 2.66 0.68 0.43
H 1.44 -1.27 1.88
H 1.18 -2.38 -2.37
H 2.56 -0.08 -2.21
C -1.80 1.14 0.00
C -1.84 -0.06 0.80
C -2.01 -1.17 -0.05
H -1.81 -0.07 1.90
C -2.14 -0.72 -1.37
C -2.01 0.76 -1.37
H -2.12 1.41 -2.24
H -1.71 2.18 0.36
H -2.10 -2.18 0.28
H -2.39 -1.28 -2.28
Pd 0.08 0.19 -1.07
C 2.51 2.03 3.25
N 1.12 2.45 3.37
C 0.67 3.01 4.63
C 0.28 2.34 2.32
O 0.66 1.96 1.17
H 3.03 2.33 4.17
H 2.98 2.52 2.37
H 2.59 0.94 3.12
H 0.22 3.99 4.47
H -0.08 2.36 5.10
H 1.53 3.10 5.30
H -0.75 2.61 2.54

Partial charges, Löwdin, in e:
1. C -0.20
2. C -0.02
3. C -0.02
4. C -0.02
5. Cl 0.21
6. H 0.14
7. H 0.12
8. H 0.12
9. H 0.13
10. H 0.12
11. H 0.12
12. H 0.14
13. H 0.12
14. H 0.12
15. C -0.04
16. C -0.05
17. C -0.14
18. H 0.13
19. C -0.22
20. C -0.09
21. H 0.11
22. H 0.14
23. H 0.11
24. H 0.10
25. C -0.09
26. C -0.04
27. C -0.07
28. H 0.13
29. C -0.12
30. C -0.21
31. H 0.10
32. H 0.12
33. H 0.12
34. H 0.11
35. Pd 0.72
36. C -0.02
37. N -0.18
38. C -0.03
39. C -0.27
40. O -0.11
41. H 0.09
42. H 0.10
43. H 0.09
44. H 0.10
45. H 0.10
46. H 0.10
47. H 0.14

3.
# C17H26ClO20

7 unconnected molecules or ions with the total composition C17H26ClO20 at a distorted geometry (ωB97M-V with the def2-TZVPD basis set, OMol25).

Relative energy (zero: lowest compared OMol25 entry of this formula, charge and spin) in eV: 0.000
Net charge: -1
Kohn-Sham gap in eV: 9.99
Highest occupied orbital energy in eV: -7.8
E_LUMO in hartree: 0.081

Geometry (Å):
Cl 0.48 -0.16 -0.66
O 1.62 -0.48 -1.48
O -0.28 0.86 -1.33
O -0.40 -1.30 -0.52
O 0.90 0.34 0.61
C 0.73 -1.46 -4.71
C -0.71 -1.25 -4.20
O -1.48 -1.32 -5.38
C -0.70 -1.66 -6.45
O -1.17 -1.86 -7.53
O 0.55 -1.82 -6.07
H 1.32 -2.22 -4.21
H 1.23 -0.49 -4.57
H -0.75 -0.30 -3.67
H -0.99 -2.01 -3.47
C 4.00 3.67 -2.35
C 3.02 2.57 -1.91
O 2.04 3.28 -1.17
C 2.37 4.60 -1.07
O 1.71 5.41 -0.53
O 3.53 4.84 -1.69
H 3.97 3.85 -3.42
H 5.04 3.49 -2.08
H 3.47 1.78 -1.31
H 2.57 2.17 -2.82
C -3.18 -3.24 -1.56
C -3.56 -2.45 -0.29
O -2.98 -3.23 0.74
C -2.43 -4.34 0.27
O -1.82 -5.12 0.95
O -2.59 -4.44 -1.05
H -2.40 -2.78 -2.17
H -4.05 -3.44 -2.19
H -4.64 -2.36 -0.23
H -3.11 -1.46 -0.34
C -0.62 -1.84 2.80
C 0.59 -2.63 2.37
O 0.89 -3.34 3.59
C 0.47 -2.56 4.61
O 0.77 -2.68 5.76
O -0.31 -1.56 4.16
H -1.54 -2.42 2.66
H -0.76 -0.97 2.17
H 1.39 -1.96 2.04
H 0.31 -3.37 1.63
C -2.04 2.21 1.93
C -2.86 1.69 0.74
O -3.49 0.54 1.25
C -3.20 0.35 2.54
O -3.61 -0.55 3.20
O -2.42 1.34 3.01
H -2.29 3.23 2.23
H -0.98 2.13 1.72
H -2.26 1.50 -0.14
H -3.59 2.42 0.36
C 3.28 2.29 2.44
C 2.25 2.05 3.52
O 2.17 3.24 4.33
H 3.25 1.61 1.59
H 4.32 2.27 2.78
H 3.14 3.31 2.08
H 2.49 1.17 4.12
H 1.24 1.90 3.12
H 2.10 2.97 5.25

Partial charges, Löwdin, in e:
1. Cl 0.63
2. O -0.35
3. O -0.37
4. O -0.36
5. O -0.35
6. C -0.10
7. C -0.12
8. O 0.06
9. C -0.58
10. O 0.15
11. O 0.08
12. H 0.13
13. H 0.12
14. H 0.12
15. H 0.11
16. C -0.12
17. C -0.11
18. O 0.05
19. C -0.58
20. O 0.16
21. O 0.06
22. H 0.12
23. H 0.12
24. H 0.12
25. H 0.12
26. C -0.09
27. C -0.11
28. O 0.07
29. C -0.60
30. O 0.15
31. O 0.07
32. H 0.10
33. H 0.13
34. H 0.13
35. H 0.11
36. C -0.14
37. C -0.10
38. O 0.06
39. C -0.57
40. O 0.14
41. O 0.07
42. H 0.12
43. H 0.11
44. H 0.13
45. H 0.12
46. C -0.09
47. C -0.11
48. O 0.06
49. C -0.61
50. O 0.16
51. O 0.07
52. H 0.13
53. H 0.12
54. H 0.11
55. H 0.13
56. C -0.08
57. C -0.30
58. O -0.09
59. H 0.06
60. H 0.07
61. H 0.07
62. H 0.11
63. H 0.10
64. H 0.07

| no. | calculated total energy (eV) |
| --- | --- |
| 1 | -27714.295 |
| 2 | -37568.318 |
| 3 | -71518.973 |